(1)
C35H51N3OPS3Sn | ωB97M-V/def2-TZVPD

Positions of all 95 atoms, in Å:
Sn (0.38118, -1.34227, 1.69951)
S (1.36598, 0.60147, 2.67468)
S (-2.54532, -3.65335, 4.30921)
S (-0.07734, -3.41075, 0.58420)
P (-0.78723, 1.08446, -0.57467)
O (-0.19648, -0.20983, 0.03602)
N (2.52218, -1.82988, 0.37398)
N (-1.03532, -1.64039, 3.15215)
N (1.93653, -2.34849, 3.32533)
C (1.55834, 1.63689, -2.05695)
C (-4.15539, 2.47484, -0.17477)
C (0.55999, 3.68394, -0.90454)
C (-3.03202, -0.38356, -4.34137)
C (-1.75532, 2.00188, 0.67779)
C (3.26607, -2.38682, 2.67309)
C (2.25846, -1.90320, 5.73906)
C (1.25090, 2.28584, -3.40545)
C (-2.24216, 1.59459, -3.00866)
C (1.29742, 3.80930, -3.30514)
C (3.16458, -2.85013, 1.23288)
C (1.48739, -3.70747, 3.69876)
C (0.30197, 4.32153, -2.26698)
C (2.22690, -1.04454, 6.82554)
C (1.56866, 0.75147, 5.37986)
C (1.86700, 0.28257, 6.64744)
C (-2.74799, 3.02751, 0.08300)
C (-2.08151, -1.36370, -3.62850)
C (0.67198, 2.14713, -0.90256)
C (2.29998, -2.78723, -3.23836)
C (1.62888, -0.09913, 4.28010)
C (2.75340, -2.21352, -2.06030)
C (-1.68745, -2.51812, 3.62859)
C (0.44688, -3.74087, -2.05798)
C (-3.77822, 0.58353, 1.39970)
C (2.06832, -2.40623, -0.86561)
C (-4.71527, 1.72513, 1.02742)
C (1.94905, -1.44550, 4.46493)
C (-2.41259, 1.14382, 1.77515)
C (0.89158, -3.16363, -0.87213)
C (-1.78484, 0.52192, -1.99233)
C (1.15163, -3.56394, -3.23650)
C (3.40169, -0.66875, 0.20242)
C (-2.40994, 1.00618, -4.41593)
C (-1.08423, -0.64517, -2.71247)
H (2.52478, -2.94049, 5.88971)
H (-2.83112, 3.85081, 0.79719)
H (-3.68567, -0.10895, 0.55533)
H (3.69934, -1.39024, 2.73671)
H (-0.17423, 4.02507, -0.17437)
H (1.17568, -4.25008, 2.81041)
H (2.28800, -4.26678, 4.18801)
H (3.46738, -0.11326, 1.13206)
H (-0.67738, -1.34806, -1.99070)
H (-1.52080, -1.94486, -4.36288)
H (2.47539, -1.41681, 7.80980)
H (-0.46480, -4.32438, -2.04373)
H (4.16282, -3.08156, 0.84505)
H (-4.14970, 1.78963, -1.02392)
H (-3.19436, 2.01838, -2.69513)
H (1.49085, 0.54864, -2.13065)
H (3.66304, -1.62896, -2.07574)
H (-1.75069, 0.34273, 2.08588)
H (0.26911, 1.97069, -3.76391)
H (-4.80706, 3.30754, -0.44477)
H (2.97950, -0.01141, -0.54983)
H (3.93024, -3.06143, 3.22264)
H (-3.03487, 1.67834, -5.00472)
H (0.63739, -3.63594, 4.37242)
H (0.80003, -4.02483, -4.14974)
H (2.85554, -2.63428, -4.15389)
H (-2.66165, -2.07561, -3.03706)
H (-2.53292, 1.78708, 2.65142)
H (-4.17678, 0.00873, 2.23658)
H (1.28838, 1.78528, 5.22783)
H (-3.26931, -0.74838, -5.34035)
H (-0.94533, 2.55363, 1.17162)
H (1.09678, 4.25833, -4.27873)
H (1.97995, 1.93566, -4.13858)
H (-0.24169, -0.26444, -3.29468)
H (4.40924, -0.96947, -0.10285)
H (1.81384, 0.95223, 7.49486)
H (2.57356, -3.76242, 1.17860)
H (1.53037, 4.04842, -0.55357)
H (-4.80712, 2.40703, 1.87893)
H (2.30651, 4.11643, -3.01129)
H (-3.98079, -0.31393, -3.80139)
H (-2.66336, 0.10034, -1.48769)
H (-1.44397, 0.94636, -4.92556)
H (-5.71465, 1.34991, 0.80364)
H (0.38696, 5.40475, -2.16593)
H (1.18384, 1.89165, 0.03813)
H (-1.53575, 2.41838, -3.04591)
H (-0.71838, 4.12790, -2.60170)
H (2.59629, 1.87857, -1.80575)
H (-2.35083, 3.45649, -0.84140)

Calculated values
* relative energy (zero: lowest compared OMol25 entry of this formula, charge and spin): 1.33 kcal per mole
* HOMO level: -11.02 eV
* E_LUMO: -2.48 eV
* charge: +1



(2)
C35H52AsCoOP3 | ωB97M-V/def2-TZVPD

Positions of all 93 atoms, in Å:
As (-1.27860, 0.40294, 2.64450)
Co (1.55488, 0.43562, -1.86577)
P (2.61123, 0.95245, -0.00522)
P (-0.02891, 1.82517, -1.86985)
P (3.16503, -0.42759, -2.86944)
O (0.00513, -1.43694, -3.13994)
C (-3.63536, -0.21028, 1.13213)
C (2.94983, -1.01494, -4.56966)
C (0.44335, -0.82018, 6.32161)
C (0.14547, -1.91883, -0.19881)
C (3.84272, -1.97388, -2.13894)
C (-1.81067, 3.04019, 3.72315)
C (-4.83390, -2.30741, 1.11172)
C (-3.04852, -1.96057, 2.70858)
C (-1.65654, -0.63706, -4.84350)
C (-1.72475, 1.11397, -1.98135)
C (-3.96251, 2.26411, 5.35210)
C (-0.22225, -0.07274, 5.34090)
C (-2.24571, 1.70360, 3.74603)
C (-2.32716, -0.99105, -6.03880)
C (0.42114, 2.81003, -3.31065)
C (-3.51521, 3.58790, 5.34181)
C (-0.25247, -2.59167, -5.15085)
C (1.12721, -2.13946, 0.69118)
C (-2.83817, -0.68627, 2.18111)
C (-0.02739, -1.94856, 3.81800)
C (1.88980, 1.33966, 1.64426)
C (-4.04381, -2.77591, 2.16687)
C (-4.61427, -1.03486, 0.57956)
C (-0.97509, -2.98031, -6.25654)
C (-2.44568, 3.98419, 4.53414)
C (4.66179, 0.65224, -2.99233)
C (-2.01869, -2.18149, -6.69921)
C (-0.25421, 3.00610, -0.52076)
C (0.88408, -2.12144, 6.04746)
C (-3.32751, 1.32099, 4.53750)
C (0.64864, -2.67670, 4.78651)
C (-0.49367, -0.66172, 4.09760)
C (3.41756, 2.59453, -0.34874)
C (-0.58422, -1.46083, -4.37814)
C (4.09642, -0.01216, 0.50703)
H (4.42152, -1.73203, -1.24661)
H (0.20382, -2.24061, -1.22819)
H (3.00984, -2.63384, -1.86502)
H (-0.75453, 2.50519, 0.31911)
H (0.63445, -0.37280, 7.29479)
H (-2.59146, -2.49697, -7.56834)
H (1.42543, -2.68550, 6.80840)
H (-3.47578, 0.79071, 0.74155)
H (4.18708, 2.47022, -1.12736)
H (-0.71296, -1.26409, -0.02022)
H (0.99576, -3.68378, 4.56149)
H (-0.32561, 3.55574, -3.56362)
H (3.88073, -1.49836, -4.87588)
H (-5.61488, -2.94267, 0.70099)
H (3.76844, -1.04496, 0.68963)
H (5.36991, 0.30598, -3.75117)
H (1.36777, 3.32234, -3.13345)
H (2.10803, -1.72324, -4.63553)
H (-1.65143, 0.04181, -2.18723)
H (0.55887, 2.13383, -4.15438)
H (0.54743, -0.45901, -2.74287)
H (4.49414, -2.46767, -2.87188)
H (-1.99719, 0.22694, -4.25547)
H (-2.42456, -2.33482, 3.51137)
H (-3.67568, 0.29218, 4.51092)
H (1.93402, -2.85026, 0.48853)
H (1.51413, 0.42155, 2.13624)
H (4.37857, 1.68023, -3.23440)
H (4.46943, 0.44074, 1.44121)
H (-4.00850, 4.32335, 5.97433)
H (2.66748, 3.33596, -0.67134)
H (-0.98143, 3.32534, 3.07900)
H (2.71952, 1.77357, 2.23240)
H (-3.09803, -0.33402, -6.45144)
H (-2.10080, 5.02380, 4.53205)
H (-5.18789, -0.69125, -0.27949)
H (-0.86995, 3.85329, -0.84401)
H (-0.17858, -2.38433, 2.82890)
H (-2.36571, 1.58402, -2.73401)
H (-4.18787, -3.77770, 2.56561)
H (1.08246, 2.07921, 1.51685)
H (4.87942, 0.02712, -0.26657)
H (1.03216, -1.74053, 1.70624)
H (-2.18642, 1.24188, -1.01010)
H (0.72231, 3.37159, -0.20117)
H (3.88326, 2.91785, 0.60001)
H (-0.69391, -3.90172, -6.73017)
H (-4.79679, 1.95677, 5.98369)
H (-0.52738, 0.95179, 5.53958)
H (2.74015, -0.14232, -5.19690)
H (5.15904, 0.63595, -2.02532)
H (0.55318, -3.17732, -4.72602)

Calculated values
* 2S+1: 5
* relative energy (zero: lowest compared OMol25 entry of this formula, charge and spin): 47.09 kcal per mole
* HOMO level (spin up / spin down): -15.98 / -15.76 eV
* E_LUMO (spin up / spin down): -8.08 / -11.45 eV
* charge: +3



- charge of number 2 (C35H52AsCoOP3)?
  +3



- charge of number 1 (C35H51N3OPS3Sn)?
  +1



- The lowest charge belongs to which entry?
  C35H51N3OPS3Sn



- The highest charge belongs to which entry?
  C35H52AsCoOP3